Record 1
Molecular formula: C6H16N2
Method: DFT, ωB97M-V/def2-TZVPD

HOMO energy = -8.450 eV
energy = -9461.2584 eV
SMILES string = CNC[C@@H](N)C(C)C
LUMO energy = 1.1 eV
frontier orbital gap = 0.3518 hartree
energy relative to the best compared isomer or geometry (same formula, charge and spin) = 18.8 kcal/mol

Structure (ORCA input):
```
! wB97M-V def2-TZVPD RIJCOSX def2/J DEFGRID3
* xyz 0 1
N -0.61 -1.54 0.90
C 0.02 -0.49 0.10
C -0.40 -0.61 -1.39
C -0.61 -2.07 -1.81
C 0.69 -0.01 -2.29
C -0.36 0.90 0.60
N 0.22 1.22 1.92
C 0.91 2.49 2.03
H -0.48 -1.36 1.89
H -1.61 -1.59 0.74
H 1.10 -0.65 0.13
H -1.34 -0.08 -1.58
H -0.78 -2.07 -2.88
H -1.45 -2.58 -1.35
H 0.29 -2.66 -1.62
H 0.66 1.08 -2.28
H 0.61 -0.34 -3.32
H 1.67 -0.29 -1.89
H -0.09 1.67 -0.11
H -1.45 0.90 0.74
H 0.79 0.47 2.30
H 0.55 3.20 1.29
H 2.00 2.41 1.92
H 0.75 2.94 3.01
*
```

These are the Löwdin partial charges, in e, on atoms 1 to 5: number 1, N, carries 0.04; number 2, C, carries -0.38; number 3, C, carries -0.39; number 4, C, carries -0.09; number 5, C, carries -0.08



Record 2
Molecular formula: CHLiMgO2
Method: DFT, ωB97M-V/def2-TZVPD

HOMO energy = -6.387 eV
energy = -10796.2654 eV
LUMO energy = -0.8 eV
frontier orbital gap = 0.2069 hartree
energy relative to the best compared isomer or geometry (same formula, charge and spin) = 0.0 kcal/mol

Structure (ORCA input):
```
! wB97M-V def2-TZVPD RIJCOSX def2/J DEFGRID3
* xyz 0 1
O 2.00 -0.79 0.20
C -2.18 1.06 -0.29
O -0.92 1.15 -0.46
Mg 0.74 0.51 0.31
Li 2.74 -2.23 -0.30
H -2.38 0.30 0.53
*
```

These are the Löwdin partial charges, in e, on atoms 1 to 5: number 1, O, carries -0.98; number 2, C, carries -0.18; number 3, O, carries -0.38; number 4, Mg, carries 0.87; number 5, Li, carries 0.72



Record 3
Molecular formula: C4H6O2
Method: DFT, ωB97M-V/def2-TZVPD

HOMO energy = -8.660 eV
energy = -8336.5173 eV
SMILES string = C=C=CO.C=O
LUMO energy = 0.7 eV
frontier orbital gap = 0.3444 hartree
energy relative to the best compared isomer or geometry (same formula, charge and spin) = 90.9 kcal/mol

Structure (ORCA input):
```
! wB97M-V def2-TZVPD RIJCOSX def2/J DEFGRID3
* xyz 0 1
C 1.28 1.66 -0.58
C 0.92 -0.49 0.88
C 1.09 0.53 0.07
C -2.59 -0.43 -0.30
O 1.44 -1.71 0.64
O -2.42 0.08 0.76
H 2.33 2.13 -0.38
H 0.64 2.07 -1.33
H 0.68 -0.39 1.99
H -3.52 -0.57 -0.83
H 1.88 -1.85 -0.25
H -1.73 -1.05 -0.68
*
```

These are the Löwdin partial charges, in e, on atoms 1 to 5: number 1, C, carries -0.01; number 2, C, carries -0.25; number 3, C, carries -0.11; number 4, C, carries -0.15; number 5, O, carries -0.04